Density functional theory data (ωB97M-V/def2-TZVPD) for a structure of composition C6H15FeN2O3.

Properties
lowest unoccupied orbital energy (spin up / spin down) = -5.94 / -6.12 eV
net charge = +1
2S+1 = 5
molecular weight = 219.04 g/mol
relative energy (zero: lowest compared OMol25 entry of this formula, charge and spin) = 0.000 eV
E = -49966.706 eV

The geometry in XYZ format:
```
27
C6H15FeN2O3 (ωB97M-V/def2-TZVPD)
Fe -1.9787 -1.3695 1.2298
O -1.1800 4.1005 -3.1662
O -1.7314 -0.5017 -0.3856
O 0.1886 -1.6528 1.2493
N 1.6102 -3.3612 0.7771
N -1.1638 3.6234 -0.9423
C 1.0178 -2.1970 0.5076
C -1.0547 3.3152 -2.2495
C -1.4625 4.9932 -0.5440
C 2.6358 -3.9206 -0.0649
C 1.2216 -4.1014 1.9483
C -1.0162 2.6386 0.1300
H -0.8800 5.3447 0.3077
H -0.3977 1.7868 -0.1369
H 2.0361 -4.7117 2.3372
H -1.8585 0.0778 -1.1275
H -2.0404 2.2862 0.2908
H 0.4977 -4.8860 1.6732
H -0.9151 2.2293 -2.4248
H 1.3777 -1.7684 -0.4333
H 2.2546 -4.7483 -0.6756
H 3.4861 -4.2716 0.5126
H -2.5258 5.0284 -0.2958
H -1.2313 5.6810 -1.3514
H 0.7372 -3.4904 2.6990
H -0.5989 3.1346 1.0013
H 2.9717 -3.2592 -0.8660
```

natural (NBO) atomic charge list, values in e, 8 entries: 1.6111 -0.5982 -1.1859 -0.8015 -0.3610 -0.4344 0.5692 0.5318

Density functional theory data (ωB97M-V/def2-TZVPD) for an isolated molecule of C10H9ClN2.

Properties
lowest unoccupied orbital energy = 0.22 eV
net charge = 0
molecular weight = 192.65 g/mol
relative energy (zero: lowest compared OMol25 entry of this formula, charge and spin) = 0.000 eV
SMILES = CC1=NN=C(Cl)c2ccccc2C1
E = -26016.435 eV

The geometry in XYZ format:
```
22
C10H9ClN2 (ωB97M-V/def2-TZVPD)
Cl 0.2465 0.4997 4.5058
N 1.7393 1.7991 1.2037
N 1.5143 1.5144 2.4848
C 1.6056 1.4496 -1.1942
C -0.4027 0.0343 1.8339
C -2.6537 -0.6547 1.2465
C 0.0359 -0.5730 0.6973
C -1.7770 -0.1411 2.1254
C -0.8975 -1.1005 -0.2918
C 0.5567 0.7383 2.7585
C -2.2527 -1.2159 0.0078
C 1.4579 -0.4685 0.3577
C 1.5733 1.0374 0.2070
H -2.9937 -1.5685 -0.7981
H 2.4237 0.8517 -1.5793
H -0.4856 -1.4865 -1.2334
H -2.0872 0.5003 3.0379
H 1.8184 2.4733 -1.3420
H 1.7675 -1.0321 -0.6735
H 0.6880 1.2205 -1.6449
H 2.1446 -0.7383 1.1419
H -3.7315 -0.6157 1.5397
```

natural (NBO) atomic charge list, values in e, 8 entries: -0.0277 -0.2717 -0.2414 -0.6506 -0.1547 -0.2377 0.0263 -0.1527

Density functional theory data (ωB97M-V/def2-TZVPD) for a cluster of 6 separate species, CH15N2O5 in total.

Properties
lowest unoccupied orbital energy = -2.40 eV
net charge = +1
molecular weight = 135.14 g/mol
relative energy (zero: lowest compared OMol25 entry of this formula, charge and spin) = 0.471 eV
E = -14493.200 eV

The geometry in XYZ format:
```
23
CH15N2O5 (ωB97M-V/def2-TZVPD)
O -0.1176 -2.7702 0.8496
O 1.7510 -1.4164 -1.0649
O -0.3783 -4.3544 -1.3493
O -0.4572 2.8899 2.6070
O -0.2254 3.5810 -2.3056
N 0.3487 1.2373 -0.4746
N -0.6482 0.2582 1.3965
C -0.3845 1.2719 0.5881
H -0.6879 3.0077 3.5420
H 2.3215 -1.8758 -0.4397
H 0.2725 4.3957 -2.4009
H 0.8183 0.3773 -0.7544
H -0.3335 -3.0133 1.7554
H -0.4699 -3.4015 0.1958
H -0.8308 0.5707 2.3403
H -1.1472 -4.2565 -1.9201
H -0.2043 -0.6400 1.2182
H -0.6525 3.3131 -3.1210
H 0.5395 2.0100 -1.1058
H -0.3216 -5.2801 -1.0812
H -0.9171 2.1663 0.8779
H 0.2162 3.5933 2.6085
H 1.1484 -2.1111 -1.3575
```

natural (NBO) atomic charge list, values in e, 8 entries: -1.0079 -0.9652 -0.9648 -0.9664 -0.9790 -0.7200 -0.7432 0.4014

Density functional theory data (ωB97M-V/def2-TZVPD) for an isolated molecule of C20H22N2O5S.

Properties
lowest unoccupied orbital energy = -0.11 eV
net charge = 0
molecular weight = 402.47 g/mol
relative energy (zero: lowest compared OMol25 entry of this formula, charge and spin) = 0.812 eV
SMILES = O=C(COC(=O)c1ccc(S(=O)(=O)N2CCCC2)cc1)NCc1ccccc1
E = -45150.466 eV

The geometry in XYZ format:
```
50
C20H22N2O5S (ωB97M-V/def2-TZVPD)
S 5.4863 1.3997 -0.7757
O -0.5762 -1.5894 -1.2206
O -0.7383 -0.5330 0.7499
O -2.4765 0.8622 -0.7551
O 5.9333 1.2505 -2.1274
O 5.5062 2.6941 -0.1643
N -4.0902 -0.7079 -0.5415
N 6.4548 0.4152 0.1591
C -6.1020 1.4016 0.2608
C -5.0392 -0.0876 -1.4476
C -7.1964 1.8538 0.9744
C -2.0928 -0.9341 0.8007
C 5.5670 -1.7513 0.6246
C 6.1869 0.4059 1.5795
C -0.0983 -0.8653 -0.3830
C 1.6972 0.6798 0.4526
C -2.8986 -0.1530 -0.2545
C 5.3282 -0.8450 1.8463
C -6.2504 0.4100 -0.7023
C 2.9748 1.1995 0.3425
C 2.1027 -0.6982 -1.4909
C 1.2645 -0.2818 -0.4578
C 3.8065 0.7554 -0.6689
C 3.3798 -0.1783 -1.5952
C 6.5577 -0.9659 -0.2550
C -7.5100 -0.1220 -0.9378
C -8.4520 1.3208 0.7312
C -8.6073 0.3346 -0.2271
H 4.6345 -1.9295 0.0900
H -4.3888 -1.5425 -0.0630
H -9.3075 1.6755 1.2863
H 3.3336 1.9626 1.0152
H -7.0720 2.6262 1.7189
H 7.5838 -1.2994 -0.0726
H 1.7320 -1.4248 -2.1979
H -5.1220 1.8191 0.4409
H -7.6352 -0.8923 -1.6856
H -4.5088 0.7455 -1.9172
H 5.9830 -2.7156 0.9103
H -9.5844 -0.0825 -0.4213
H 1.0285 1.0169 1.2282
H -2.4454 -0.6835 1.8032
H -2.1763 -2.0117 0.6208
H 4.0460 -0.4657 -2.3933
H 5.6290 -1.3288 2.7737
H 4.2747 -0.5801 1.9283
H -5.3283 -0.8087 -2.2175
H 5.7073 1.3434 1.8528
H 6.3543 -1.0303 -1.3217
H 7.1443 0.3360 2.1047
```

natural (NBO) atomic charge list, values in e, 8 entries: 2.3240 -0.5874 -0.4912 -0.6147 -0.9358 -0.9363 -0.6048 -0.6504

Density functional theory data (ωB97M-V/def2-TZVPD) for a cluster of 10 separate species, C23H66O11 in total.

Properties
lowest unoccupied orbital energy = 0.24 eV
net charge = 0
molecular weight = 518.77 g/mol
SMILES = CC(C)O.CC(C)O.CC(C)O.CC(C)O.CC(C)O.CC(C)O.CC(C)O.OCCO.O.O
E = -47437.596 eV

The geometry in XYZ format:
```
100
C23H66O11 (ωB97M-V/def2-TZVPD)
O 6.1439 -3.3061 1.4820
O 1.1974 -0.7387 -8.9054
O -3.1205 -4.5547 4.4004
O 1.3156 5.5326 2.0574
O -3.1956 8.3950 -1.5730
O 7.1809 1.8605 -3.4604
O -5.7846 -2.2846 1.4392
O -1.4018 6.8328 5.7192
O 4.3992 -4.5433 -0.5679
O 0.6255 1.9905 -0.5247
O -2.4938 -8.3453 1.3054
C 5.4255 3.2754 -2.9263
C -0.0928 0.8299 -0.2121
C -2.5966 7.5118 5.2999
C -3.1183 8.3228 6.4203
C 0.4303 -2.3122 -7.4118
C -0.3544 1.0931 1.2710
C 0.0031 -1.1361 -8.2950
C -0.7942 -10.1072 1.2028
C -3.7306 6.5271 4.9602
C -3.1595 -4.1270 6.6976
C -4.4379 6.8293 -0.6205
C 6.4173 2.9015 -4.0295
C -3.0025 7.1472 -0.9720
C 4.9074 -5.2478 0.4815
C -0.4729 -7.9066 -0.1654
C -2.2548 -4.6987 5.5029
C -1.0194 -1.4158 -9.3711
C 5.6881 2.2976 -5.2681
C -0.8947 -3.8869 5.3834
C 0.8224 -0.3347 -0.4495
C -1.1110 -8.5607 1.1042
C 5.1415 -4.3835 1.6970
C -2.5498 6.5622 -2.3235
H -3.2040 6.8725 -3.1383
H -5.1347 6.8170 -1.4586
H 4.1751 -5.9955 0.7863
H -2.3969 7.3561 -0.0901
H 0.4925 -8.3119 -0.4684
H -4.0479 5.9611 5.8360
H 5.0662 2.5765 -2.1709
H 0.6856 -3.0397 -8.1823
H 1.5378 -0.6804 0.2968
H 6.2797 1.6578 -5.9228
H 1.2437 -2.0927 -6.7202
H 0.0029 -4.4141 5.7066
H -2.0589 -5.7108 5.8569
H -2.3331 8.8927 6.9170
H -1.0022 6.4436 4.9379
H -0.9535 -10.4535 2.2239
H -3.0489 -5.3236 3.8300
H -3.2055 -3.0540 6.5115
H 1.5497 -1.4546 -9.4393
H -1.0327 0.3081 1.6051
H -1.0822 0.7051 -0.6520
H 6.0132 3.9113 -2.2642
H -2.9127 -8.9853 1.8855
H -0.5530 -8.1689 1.9546
H -0.9357 -2.4180 -9.7914
H 5.8360 -5.6057 0.0369
H -0.4187 -2.6417 -6.8130
H 1.4906 6.2768 1.4814
H 5.4134 -4.9880 2.5624
H 4.1941 -3.9674 2.0399
H 1.2887 1.7529 -1.1769
H -0.3590 -0.3447 -7.6387
H 4.7526 1.7933 -5.0262
H -1.4781 6.7250 -2.4378
H -3.7446 9.0570 5.9135
H 0.2407 -1.2002 -0.7664
H -1.4560 -10.7529 0.6256
H 1.4835 -0.1806 -1.3023
H -3.4123 5.9541 4.0894
H 7.6463 2.2147 -2.6991
H 1.0798 4.8198 1.4637
H 5.1467 -4.0534 -0.9185
H -2.3579 8.1644 4.4602
H -4.5972 5.8130 -0.2600
H -1.0286 1.9227 1.4843
H -0.4221 -6.8217 -0.0736
H -2.0330 -1.3664 -8.9734
H -3.4986 7.7025 7.2319
H -0.9766 -0.5683 -10.0552
H -5.6343 -1.4360 1.8558
H 0.5825 1.2025 1.8172
H -1.0896 -8.2178 -1.0085
H -2.5660 5.4846 -2.1604
H -4.1352 -4.5888 6.8488
H 0.2552 -10.2313 0.9355
H 7.0444 -3.6117 1.3501
H -0.7237 -3.8342 4.3082
H -2.3628 8.8671 -1.6441
H 4.7449 4.0392 -3.3026
H 7.1572 3.6661 -4.2662
H -5.7769 -2.9116 2.1624
H -4.5794 7.0868 4.5672
H -0.8374 -2.9448 5.9286
H -2.7041 -4.3697 7.6577
H -4.7923 7.5116 0.1522
H 5.3703 3.1640 -5.8482
```

Mulliken atomic charge list, values in e, 8 entries: -0.5356 -0.5631 -0.5069 -0.6195 -0.5521 -0.5696 -0.6331 -0.5598

Density functional theory data (ωB97M-V/def2-TZVPD) for a cluster of 2 separate species, C5H12O in total.

Properties
lowest unoccupied orbital energy = 0.83 eV
net charge = 0
molecular weight = 88.15 g/mol
relative energy (zero: lowest compared OMol25 entry of this formula, charge and spin) = 0.516 eV
SMILES = C1CCCC1.O
E = -7426.795 eV

The geometry in XYZ format:
```
18
C5H12O (ωB97M-V/def2-TZVPD)
O -1.8169 2.3283 -4.3321
C -1.8521 0.7519 1.4342
C 0.0000 0.0000 0.0000
C -2.3612 0.2088 0.0788
C -1.1583 0.2838 -0.9144
C -0.3114 0.7285 1.3355
H -1.0768 1.2785 -1.3932
H 0.1508 -1.0938 0.0789
H -2.2581 1.7817 1.4373
H -3.2247 0.8213 -0.2447
H -1.5058 1.4236 -4.5623
H -1.1334 -0.4788 -1.7165
H -2.7003 2.1898 -3.9215
H -2.7262 -0.8215 0.2541
H 0.2839 0.3041 2.1667
H -2.3103 0.2069 2.2819
H 0.8929 0.4280 -0.4950
H 0.0187 1.7743 1.1848
```

natural (NBO) atomic charge list, values in e, 8 entries: -0.9404 -0.4140 -0.4014 -0.4034 -0.4138 -0.4165 0.2051 0.1969

Density functional theory data (ωB97M-V/def2-TZVPD) for an isolated molecule of C3H6O2S.

Properties
lowest unoccupied orbital energy = 0.38 eV
net charge = 0
molecular weight = 106.15 g/mol
relative energy (zero: lowest compared OMol25 entry of this formula, charge and spin) = 0.997 eV
SMILES = OCCC(O)=S
E = -18137.950 eV

The geometry in XYZ format:
```
12
C3H6O2S (ωB97M-V/def2-TZVPD)
S -3.0006 0.0308 -0.1784
O 1.5353 0.7123 -0.0398
O -1.0741 1.6622 0.1158
C -1.4503 0.3969 0.0756
C -0.3873 -0.6531 0.4779
C 0.9014 -0.5029 -0.3354
H -0.1630 -0.5294 1.5549
H 2.4060 0.7572 -0.4210
H -0.1206 1.6706 -0.0474
H -0.8310 -1.6367 0.3245
H 1.5340 -1.3393 -0.1155
H 0.6501 -0.5687 -1.4112
```

natural (NBO) atomic charge list, values in e, 8 entries: -0.0631 -0.7446 -0.6549 0.2211 -0.5140 -0.0692 0.2364 0.4907

Density functional theory data (ωB97M-V/def2-TZVPD) for a structure of composition C19H42BrClO6SSiW.

Properties
lowest unoccupied orbital energy (spin up / spin down) = -7.04 / -7.04 eV
net charge = +2
molecular weight = 725.89 g/mol
relative energy (zero: lowest compared OMol25 entry of this formula, charge and spin) = 1.430 eV
E = -135750.714 eV

The geometry in XYZ format:
```
72
C19H42BrClO6SSiW (ωB97M-V/def2-TZVPD)
W -0.0925 0.2653 0.1606
Br -1.0054 -2.2092 0.2880
Cl 2.5460 0.2046 0.1105
S -2.8724 1.6718 1.0334
Si -0.1580 -4.7459 0.0572
O -0.1891 1.9012 -0.4978
O 2.5885 0.8979 -1.1266
O 1.5687 -0.9655 -0.0678
O -2.0306 0.3919 0.6214
O 3.7612 -0.1759 0.6668
O 1.6256 0.9340 1.1077
C -4.5224 0.9742 1.2492
C 0.9801 -4.8893 1.5581
C 0.6079 -4.7139 -1.6761
C 0.0959 3.1083 -2.5755
C -4.6659 0.6147 2.7258
C 1.9613 -3.9868 -1.6984
C -2.5611 1.8431 2.8154
C 1.0093 4.0070 -0.3802
C 1.5946 -6.3055 1.5540
C 0.2033 -4.7028 2.8749
C -1.7608 -6.9858 0.3906
C -2.6905 -4.9593 1.4887
C 0.8464 -6.1900 -2.0707
C -3.9233 1.7048 3.4925
C -0.1005 3.2747 -1.0903
C 2.1355 -3.8708 1.5617
C -1.9163 -5.4533 0.2507
C -2.7975 -5.1748 -0.9802
C -0.2700 -4.0602 -2.7602
H -1.1544 -4.6366 -3.0026
H -3.7884 1.4590 4.5447
H 0.8511 -7.1003 1.6231
H 0.8959 3.9637 0.7021
H -5.7191 0.5700 2.9974
H -3.8087 -5.5195 -0.7545
H 2.2420 -6.3871 2.4308
H -1.0704 3.7232 -0.8753
H 2.2921 -3.9129 -2.7366
H 1.3246 -6.2057 -3.0532
H -5.2095 1.7642 0.9396
H -2.0418 2.7811 2.9971
H 0.3270 -3.9943 -3.6724
H 1.7900 -2.8458 1.4601
H -4.2282 -0.3657 2.9195
H 1.0542 2.6335 -2.7866
H -2.2696 -5.3200 2.4226
H -4.4692 2.6484 3.4438
H -0.4594 -5.5423 3.0776
H 0.9231 -4.6614 3.6952
H -0.7058 2.5250 -3.0255
H -0.0829 -6.7526 -2.1575
H -4.5952 0.1488 0.5416
H -1.2396 -7.2711 1.3064
H -0.3827 -3.7831 2.9060
H 2.8734 -4.0645 0.7884
H -2.4622 -5.7339 -1.8499
H 1.9037 -2.9774 -1.2988
H -2.8631 -4.1193 -1.2491
H 1.5068 -6.7177 -1.3816
H -0.5818 -3.0456 -2.5036
H -1.2516 -7.4462 -0.4553
H -1.9008 1.0021 3.0389
H 1.9825 3.6049 -0.6612
H -2.7761 -3.8747 1.5501
H 2.2165 -6.4890 0.6770
H -3.7053 -5.3571 1.4210
H -2.7620 -7.4210 0.4414
H 2.7342 -4.5335 -1.1583
H 0.0944 4.0983 -3.0319
H 2.6485 -3.9488 2.5229
H 0.9705 5.0530 -0.6852
```

Mulliken atomic charge list, values in e, 8 entries: 0.9596 0.2254 1.6852 0.3584 -1.2046 -0.5239 -0.4280 -0.4582

Density functional theory data (ωB97M-V/def2-TZVPD) for a structure of composition C20H50AgF3N4O6.

Properties
lowest unoccupied orbital energy = 0.59 eV
net charge = 0
molecular weight = 607.50 g/mol
relative energy (zero: lowest compared OMol25 entry of this formula, charge and spin) = 0.000 eV
E = -51946.681 eV

The geometry in XYZ format:
```
84
C20H50AgF3N4O6 (ωB97M-V/def2-TZVPD)
Ag 0.0412 -1.1883 -0.5955
F -3.1515 1.7787 1.9765
F -2.9723 -0.1147 2.9929
F -4.6727 0.2522 1.7114
O 0.0223 3.2357 3.5889
O -3.2804 -2.1786 -3.7438
O -1.8084 -1.1826 0.9423
O -1.9296 0.7914 -0.2228
O 2.3868 3.2194 -0.0638
O 1.8408 -2.8676 3.3057
N 1.8226 -2.7135 0.4455
N 0.8789 0.0003 2.1317
N 1.2665 0.8907 -0.8544
N -0.6039 -2.3954 -2.5894
C 2.2497 4.5951 0.2075
C 0.9468 1.1014 3.1257
C -2.6012 -0.1978 0.6174
C 2.4479 2.9485 -1.4487
C -0.8091 -1.6961 -4.9703
C 1.8610 -4.0403 2.5483
C 2.2542 1.0346 -3.0841
C -0.8259 4.2946 3.1943
C 0.0939 2.2225 2.6157
C 2.4965 -2.9864 4.5311
C -2.7553 1.7317 -0.8826
C 1.1805 -3.8022 1.2054
C -3.3285 0.4402 1.8335
C -1.0798 -1.3245 -3.5112
C 2.4122 1.4499 3.3690
C 1.2243 -5.0794 0.3825
C -2.5397 -1.0651 -3.2444
C 2.4080 1.4427 -1.6236
C -4.6736 -1.9787 -3.7063
C -1.8495 2.7761 -1.5113
H 0.1370 -3.5585 1.4205
H -2.8318 -0.1726 -3.8199
H 0.1209 -2.9619 -3.0128
H 1.9731 -3.7163 5.1599
H -1.2779 -2.6475 -5.2212
H 1.2532 4.9025 -0.1274
H 0.8594 -4.8392 -0.6201
H 0.5851 -5.8828 0.7530
H -3.4069 -0.6010 -0.0466
H 1.2819 1.3510 -3.4779
H -0.4637 4.7816 2.2819
H 1.9754 -1.9491 1.1085
H 3.0615 1.0827 2.5671
H 2.2907 -0.0495 -3.1725
H 0.5342 0.7398 4.0777
H -3.3724 1.2404 -1.6533
H -0.0850 -0.3624 2.0892
H 1.4326 -0.7691 2.5023
H -5.1195 -2.7734 -4.2950
H 0.4937 1.5427 -0.9839
H 3.3414 3.4281 -1.8642
H 1.4660 0.8973 0.1478
H 2.2256 -5.5110 0.2863
H 3.0160 5.2067 -0.2851
H -0.8176 5.0303 4.0028
H 2.4034 4.7207 1.2764
H -1.3009 3.3187 -0.7448
H 2.8086 0.9775 4.2709
H -2.4504 3.4755 -2.1050
H 2.8040 -2.9711 0.3024
H 1.5343 3.3556 -1.9207
H -1.4132 -3.0039 -2.4786
H -3.4768 2.2203 -0.2258
H 3.5441 -3.2808 4.4064
H 2.5821 2.5265 3.4352
H -1.2062 2.3169 -2.2684
H 0.5481 2.5910 1.6802
H 2.8883 -4.4130 2.3884
H -1.2379 -0.9499 -5.6489
H 0.2586 -1.7396 -5.1880
H -0.5342 -0.3911 -3.3335
H -4.9314 -0.9819 -4.0831
H -5.0506 -2.0319 -2.6756
H 3.3353 0.9832 -1.2711
H -1.8665 3.9640 3.1093
H -2.7741 -0.9366 -2.1812
H 2.4627 -2.0228 5.0340
H 1.3134 -4.8590 3.0471
H 3.0270 1.5047 -3.6976
H -0.8935 1.8234 2.3819
```

Mulliken atomic charge list, values in e, 8 entries: 0.7172 -0.2372 -0.2569 -0.3415 -0.5313 -0.4118 -0.9763 0.6856